(1)
DFT (ωB97M-V/def2-TZVPD) results for a molecular structure, C2H6O3Sn at a distorted geometry.

Geometry (Å):
C  -0.847  -1.713  0.093
O  1.103  0.954  -0.859
H  -0.963  0.843  -0.593
H  -0.420  -2.698  -0.110
O  0.245  -0.788  0.042
H  0.451  1.767  1.783
H  -1.294  -1.655  1.091
H  0.915  2.320  0.292
Sn  2.337  -0.251  -1.774
C  0.034  0.456  -0.343
O  0.035  2.229  1.047
H  -1.596  -1.465  -0.669

Results
Multiplicity: 2
E_tot (eV): -14135.213
Maximum force (eV/A): 5.3
Total charge: +1

***

(2)
DFT (ωB97M-V/def2-TZVPD) results for C2H6O4 in the gas phase.

Geometry (Å):
H  2.528  1.375  0.288
O  0.000  -0.415  -0.606
H  -2.000  -1.687  -0.763
C  -1.142  -0.259  0.210
H  1.723  0.124  1.267
H  2.613  -0.347  -0.212
O  -1.787  -1.469  0.155
H  -1.992  0.814  -1.150
O  0.854  0.714  -0.521
O  -1.911  0.808  -0.185
H  -0.877  -0.080  1.261
C  1.992  0.423  0.257

Results
Structure (SMILES): COOC(O)O
Maximum force (eV/A): 1.0
Relative energy (zero: lowest compared OMol25 entry of this formula, charge and spin) (kJ/mol): 314.4

***

(3)
DFT (ωB97M-V/def2-TZVPD) results for a molecular structure, C2H6O4 at a distorted geometry.

Geometry (Å):
H  0.920  0.521  -1.773
H  2.427  0.636  -0.840
O  -0.681  -0.229  1.659
O  0.876  -0.347  0.085
H  -0.863  -2.337  0.570
H  0.485  -0.121  1.245
C  1.336  0.673  -0.773
C  -1.009  -0.480  0.427
H  -1.583  1.277  0.144
H  1.047  1.675  -0.428
O  -1.327  -1.702  0.009
O  -1.628  0.433  -0.325

Results
Maximum force (eV/A): 1.3
Relative energy (zero: lowest compared OMol25 entry of this formula, charge and spin) (kJ/mol): 163.8

***

(4)
DFT (ωB97M-V/def2-TZVPD) results for 2 unconnected molecules or ions with the total composition C2H6O4 at a distorted geometry.

Geometry (Å):
O  2.425  -2.020  -2.801
H  -0.357  0.546  -1.974
O  0.524  3.516  -0.765
H  0.884  1.409  -1.021
C  -0.124  0.954  -0.972
O  0.000  0.000  0.000
O  -1.079  1.921  -0.563
H  2.368  -1.047  -2.665
H  -0.881  -0.425  0.066
C  -0.650  3.160  -0.507
H  1.560  -2.265  -3.202
H  -1.475  3.753  -0.067

Results
Structure (SMILES): O=COCO.O
Maximum force (eV/A): 4.1
Relative energy (zero: lowest compared OMol25 entry of this formula, charge and spin) (kJ/mol): 89.7

***

(5)
DFT (ωB97M-V/def2-TZVPD) results for a molecular structure, C2H6ORbS at a distorted geometry.

Geometry (Å):
C  -0.052  -0.204  -8.987
Rb  1.365  2.365  -5.107
H  0.947  -0.424  -8.608
H  0.672  2.342  -10.091
H  1.678  2.403  -8.592
O  -0.649  1.608  -6.885
H  0.443  3.654  -9.018
H  0.003  -0.453  -10.047
C  0.699  2.594  -9.031
H  -0.636  -0.959  -8.461
S  -0.640  1.464  -8.453

Results
Multiplicity: 2
E_tot (eV): -15706.426
Maximum force (eV/A): 3.1

***

(6)
DFT (ωB97M-V/def2-TZVPD) results for 2 unconnected molecules or ions with the total composition C2H6OS at a distorted geometry.

Geometry (Å):
H  4.211  -3.624  -1.607
H  -3.128  1.072  1.346
H  4.731  -3.706  -3.354
O  2.847  -3.168  -3.142
S  -3.626  3.008  2.444
H  -2.680  3.900  2.771
H  -1.698  1.696  2.184
C  -2.482  1.917  1.469
C  3.909  -3.425  -2.650
H  -2.084  2.329  0.540

Results
Structure (SMILES): C=O.CS
Maximum force (eV/A): 2.4
Relative energy (zero: lowest compared OMol25 entry of this formula, charge and spin) (kJ/mol): 84.2

***

> Which value of maximum force does entry 2 give?

1.0 eV/A